A cluster of 2 separate species, C2H2S in total, computed with wB97M-V/def2-TZVPD.

Its lowest unoccupied orbital energy (spin up / spin down) is -2.62 / -0.53 eV. The value obtained for the energy relative to the best compared isomer or geometry (same formula, charge and spin) is 622.1 kJ/mol. The calculation puts the HOMO-LUMO gap (spin up / spin down) at 7.162 / 9.380 eV.

Structure (ORCA input):
```
! wB97M-V def2-TZVPD RIJCOSX def2/J DEFGRID3
* xyz 0 1
C -0.82938 -0.74673 0.42460
C 0.07368 -0.21158 -0.16664
S 1.77735 0.05134 -0.13220
H -2.88994 -0.42485 -0.67920
H 1.86829 1.33182 0.55344
*
```

=====

A structure of composition B3H2IO3PbS, computed with wB97M-V/def2-TZVPD.

Its lowest unoccupied orbital energy is -12.09 eV. The value obtained for the energy relative to the best compared isomer or geometry (same formula, charge and spin) is 257.6 kJ/mol. The calculation puts the HOMO-LUMO gap at 4.019 eV.

Structure (ORCA input):
```
! wB97M-V def2-TZVPD RIJCOSX def2/J DEFGRID3
* xyz 2 1
S -1.21283 -2.59771 -0.30280
B -0.49832 -1.06216 0.50937
O -1.30233 0.13240 0.94971
B -0.77437 1.22715 0.11094
O 0.62942 1.37970 -0.34105
B 1.36291 0.09841 -0.30646
I 2.94624 -0.32051 -1.79420
O 0.98340 -0.91925 0.73661
H -0.54027 -2.82383 -1.53527
H -1.54440 2.09082 -0.18458
Pb -0.04944 2.79497 2.15772
*
```

=====

A cluster of 2 separate species, CH3F2PS in total, computed with wB97M-V/def2-TZVPD.

Its lowest unoccupied orbital energy (spin up / spin down) is -1.12 / -0.99 eV. The value obtained for the energy relative to the best compared isomer or geometry (same formula, charge and spin) is 491.8 kJ/mol. The calculation puts the HOMO-LUMO gap (spin up / spin down) at 7.893 / 7.856 eV.

Structure (ORCA input):
```
! wB97M-V def2-TZVPD RIJCOSX def2/J DEFGRID3
* xyz 0 1
C -0.48926 0.04502 -0.64052
F -0.06452 -0.40898 -1.88626
F -0.69050 1.38080 -0.64444
P 1.61125 -0.71514 1.04594
S -2.05658 -0.81569 -0.11663
H 2.54486 -0.22172 0.17959
H 1.71820 0.50567 1.68329
H -2.57345 0.23004 0.37904
*
```

=====

A structure of composition C16H18N6O3S2Sn, computed with wB97M-V/def2-TZVPD.

Its lowest unoccupied orbital energy is 0.05 eV. The value obtained for the energy relative to the best compared isomer or geometry (same formula, charge and spin) is 19.2 kJ/mol. The calculation puts the HOMO-LUMO gap at 7.644 eV.

Structure (ORCA input):
```
! wB97M-V def2-TZVPD RIJCOSX def2/J DEFGRID3
* xyz 0 1
Sn -0.23547 -0.70735 0.07352
O 1.56081 3.08554 0.47259
C 1.24590 1.94481 0.16009
N 0.05026 1.35904 0.29683
C -0.90198 2.00556 1.16980
C -0.92406 1.30484 2.51176
C -1.49716 1.88753 3.63432
C -1.53746 1.16795 4.81221
C -1.00944 -0.11584 4.83583
C -0.45885 -0.62140 3.67511
N -0.40600 0.07884 2.54069
C 2.29467 1.02997 -0.42783
C 3.48517 1.54187 -0.91276
C 4.41861 0.66008 -1.42551
C 4.13933 -0.69956 -1.41783
C 2.93486 -1.13067 -0.89917
N 2.03173 -0.27685 -0.41522
H -0.63550 3.05475 1.29729
H -1.90418 1.94487 0.73719
H -1.90079 2.88942 3.57122
H -1.97729 1.59785 5.70280
H -1.02706 -0.71665 5.73395
H -0.05169 -1.62280 3.63105
H 3.63931 2.61004 -0.87312
H 5.35567 1.02457 -1.82536
H 4.84324 -1.42120 -1.80731
H 2.66470 -2.17607 -0.85883
O 0.25406 -2.25135 -1.68176
N 0.11247 -1.42005 -2.60828
O -0.13321 -0.27279 -2.19817
S -2.45630 -1.22847 0.22255
C 2.29875 -5.24818 -0.04105
N 0.87959 -5.00539 -0.02897
C -0.04852 -5.85975 -0.76279
C -1.38911 -5.11866 -0.60944
N -1.07043 -4.07604 0.36024
C 0.24000 -3.98058 0.54178
S 1.01438 -2.69727 1.37270
H 2.52321 -6.22084 0.40127
H 2.79577 -4.47211 0.53508
H 2.67292 -5.23277 -1.06744
H -0.07036 -6.86209 -0.32881
H 0.27000 -5.94199 -1.80350
H -2.17432 -5.76958 -0.22924
H -1.72827 -4.66874 -1.54298
H -1.65937 -3.22200 0.44981
*
```

=====

A structure of composition C32H19Cl2MgN5O8, computed with wB97M-V/def2-TZVPD.

Its lowest unoccupied orbital energy is 3.43 eV. The value obtained for the energy relative to the best compared isomer or geometry (same formula, charge and spin) is 0.0 kJ/mol. The calculation puts the HOMO-LUMO gap at 5.703 eV.

Structure (ORCA input):
```
! wB97M-V def2-TZVPD RIJCOSX def2/J DEFGRID3
* xyz -2 1
Mg 0.05231 -0.17154 -0.19393
Cl -5.76484 3.63941 -0.03308
C -4.65335 2.30082 0.14290
C -3.29210 2.56294 0.09352
C -2.36008 1.53194 0.18876
N -0.98409 1.69229 0.00118
C -0.41677 2.90132 0.06978
O -0.88235 3.97716 0.47093
C 1.00176 2.92926 -0.45822
C 2.02471 3.46584 0.31779
C 3.30820 3.46778 -0.18813
C 3.52383 2.96775 -1.46679
C 2.43662 2.48060 -2.17144
N 1.19733 2.45042 -1.68524
C -2.83259 0.20169 0.38354
C -4.20334 -0.03405 0.44023
C -5.10862 1.00960 0.31083
Cl -6.81723 0.64537 0.36548
N -1.84613 -0.77748 0.46653
C -2.09323 -2.02188 0.85778
O -3.15225 -2.57277 1.19594
C -0.82753 -2.86590 0.90429
C -0.89820 -4.20901 1.25383
C 0.27174 -4.94331 1.30161
C 1.47509 -4.31907 1.00483
C 1.45260 -2.97724 0.66444
N 0.32811 -2.27124 0.61478
H -2.95024 3.57675 -0.03373
H 1.79694 3.83651 1.30722
H 4.13581 3.82804 0.41079
H 4.51529 2.93114 -1.90040
H 2.56453 2.07546 -3.17077
H -4.55773 -1.04200 0.58100
H -1.87026 -4.62620 1.47355
H 0.24997 -5.99433 1.56596
H 2.41416 -4.85547 1.02867
H 2.36087 -2.44107 0.41853
O -0.25085 -2.50119 -3.44452
C -0.46020 -1.46395 -2.81883
O 0.36400 -0.90160 -2.00906
C -1.79355 -0.76473 -2.99123
C -1.88568 0.62138 -2.94912
C -3.12444 1.23788 -3.07235
C -4.27546 0.47567 -3.21027
C -4.18358 -0.91058 -3.25442
C -2.94511 -1.52633 -3.16310
H -0.99023 1.20967 -2.78424
H -3.19286 2.31768 -3.01805
H -5.24425 0.95973 -3.25582
H -5.08262 -1.51031 -3.33818
H -2.84908 -2.60408 -3.19873
O 3.59089 0.54523 1.84188
C 3.09454 0.22302 0.76226
O 1.86811 0.21132 0.45387
C 4.06117 -0.23422 -0.33836
C 5.42898 -0.09023 -0.12163
C 6.34357 -0.46544 -1.08784
C 5.86133 -1.00249 -2.27261
C 4.50718 -1.17140 -2.51114
C 3.60288 -0.77760 -1.53463
N 6.82603 -1.40545 -3.30378
O 8.01484 -1.24531 -3.07510
O 6.40062 -1.87936 -4.34039
H 5.74620 0.32929 0.82369
H 7.40769 -0.35381 -0.94332
H 4.16786 -1.59911 -3.44303
H 2.53874 -0.89524 -1.71456
*
```

=====

A structure of composition C37H54CsN7O3S3Si3, computed with wB97M-V/def2-TZVPD.

Its lowest unoccupied orbital energy is 2.97 eV. The value obtained for the energy relative to the best compared isomer or geometry (same formula, charge and spin) is 118.0 kJ/mol. The calculation puts the HOMO-LUMO gap at 4.476 eV.

Structure (ORCA input):
```
! wB97M-V def2-TZVPD RIJCOSX def2/J DEFGRID3
* xyz -2 1
Cs 0.54236 -3.17949 -0.32137
N 5.11204 -4.00370 -0.77981
C 4.44201 -4.84915 0.11490
C 5.10661 -6.10435 0.39616
C 4.59416 -7.00909 1.29841
C 3.34341 -6.67103 1.86858
C 2.83066 -5.48150 1.51427
N 3.25401 -4.57225 0.64721
C 4.67162 -2.78842 -1.23762
C 5.62159 -1.69388 -1.23860
C 5.21500 -0.53830 -1.85989
C 3.89519 -0.35978 -2.20838
C 2.97747 -1.47757 -2.03808
N 3.37405 -2.68760 -1.53364
H 6.08672 -4.13708 -0.82864
H 6.02691 -6.25159 -0.13375
H 5.05215 -7.94205 1.59418
H 2.80961 -7.38223 2.46337
H 1.89652 -5.25878 1.93264
H 6.57322 -1.92042 -0.74360
H 6.03378 0.23456 -2.07223
H 3.49669 0.55941 -2.69824
H 1.94574 -1.35364 -2.33329
C 0.13282 0.47822 1.00495
O -0.61046 -0.64316 1.60662
Si -2.16096 -0.52875 2.26091
C -3.17411 0.64564 1.11522
C -2.00986 0.44896 3.89258
C -2.95013 -2.21609 2.56810
Si -4.45010 -2.65804 1.48637
C -4.00126 -2.27650 -0.38211
C -4.84045 -4.44542 1.75312
C -6.08993 -1.74344 1.60673
Si -2.22210 -3.30220 3.87030
C -3.27437 -3.25152 5.40086
C -0.50009 -3.08528 4.49495
C -1.99969 -5.09707 3.31900
H -0.44616 1.37528 1.01070
H 0.39111 0.21118 0.00160
H 1.09119 0.73161 1.55544
H -2.48438 1.53194 1.16754
H -4.20313 0.78334 1.42920
H -3.16115 0.31443 0.05982
H -2.77611 0.02827 4.67509
H -2.27667 1.53509 3.74780
H -1.05633 0.36791 4.41162
H -4.31946 -2.98391 -1.17252
H -2.85345 -2.30674 -0.58353
H -4.37922 -1.27008 -0.67480
H -4.08914 -5.20297 1.35376
H -5.80514 -4.65248 1.38300
H -4.87046 -4.67026 2.84914
H -6.01047 -0.64431 1.62657
H -6.60906 -2.08621 2.53444
H -6.63721 -2.13896 0.72867
H -3.38017 -2.16645 5.71710
H -2.88643 -3.82632 6.24278
H -4.28714 -3.49304 5.23261
H -0.60836 -2.20414 5.15663
H 0.11695 -2.79414 3.61894
H -0.22178 -4.05647 4.94368
H -2.94737 -5.62567 3.36283
H -1.36910 -5.67588 4.03748
H -1.54143 -5.16898 2.36910
N -2.51544 1.06459 -3.16198
C -2.93493 -0.30671 -2.99119
C -1.91722 -1.21516 -3.59311
C -0.63872 -1.54956 -2.88362
O -0.12053 -2.66948 -3.05346
O -0.20351 -0.62385 -2.10544
H -3.15241 1.64924 -2.53721
H -1.60644 1.12941 -2.73607
H -3.88007 -0.47442 -3.53157
H -3.09698 -0.45245 -1.88612
H -1.72964 -0.85376 -4.62928
H -2.50919 -2.11255 -3.86046
C 5.48444 5.46833 2.71465
C 4.32200 4.50957 2.38331
C 4.07564 4.00319 1.10945
C 3.07092 3.07734 0.95338
N 2.25144 2.69136 1.96587
C 2.49675 3.22937 3.12183
C 3.53916 4.10709 3.41864
H 5.13967 6.44548 3.01109
H 6.06190 5.70932 1.81508
H 6.17254 5.11948 3.46925
H 4.81159 4.23448 0.34262
H 2.90158 2.57898 -0.00289
H 1.72389 3.09499 3.87551
H 3.70418 4.46707 4.42781
S 1.66746 7.79866 -2.82307
C 1.12429 6.27989 -3.15296
S 1.55221 5.03130 -2.07372
C 0.90341 3.84921 -3.23214
N 0.39290 4.37734 -4.30856
N 0.37230 5.71683 -4.13335
C -0.61224 6.46626 -4.92253
C -1.14728 5.72351 -6.04927
C -1.97202 6.36810 -6.95200
C -2.25849 7.69329 -6.76521
C -1.81397 8.42525 -5.64510
C -0.95101 7.77499 -4.69589
S 0.88177 2.29380 -2.59930
H -0.74205 4.75352 -6.15360
H -2.26314 5.97256 -7.91458
H -3.02029 8.04014 -7.45319
H -2.09822 9.44888 -5.52336
H -0.59702 8.29571 -3.82309
*
```

=====

A cluster of 7 separate species, C44H43N4O24 in total, computed with wB97M-V/def2-TZVPD.

Its lowest unoccupied orbital energy is -3.69 eV. The calculation puts the HOMO-LUMO gap at 7.193 eV.

Structure (ORCA input):
```
! wB97M-V def2-TZVPD RIJCOSX def2/J DEFGRID3
* xyz 1 1
N 5.36072 4.70652 1.44905
C 4.83780 3.93433 2.57548
C 4.62550 2.47295 2.18929
C 4.21690 1.63150 3.40764
C 3.23193 0.48962 3.15233
C 2.03931 0.83429 2.26133
C 1.36424 2.16009 2.52257
C 0.52320 2.49859 1.29107
N -0.23525 3.65430 1.82733
C -0.52955 3.28153 3.07273
N -1.50860 3.87748 3.81075
N 0.24043 2.25383 3.51988
H 4.59720 5.00836 0.85625
H 5.79044 5.55913 1.78560
H 3.88485 4.35147 2.93852
H 5.52866 3.98426 3.41703
H 5.56438 2.12990 1.76017
H 3.87573 2.45562 1.39467
H 3.87030 2.28565 4.21261
H 5.12937 1.16816 3.78377
H 2.83197 0.17843 4.12276
H 3.74183 -0.38784 2.76682
H 2.39383 0.89873 1.22981
H 1.30857 0.02485 2.26623
H 2.04005 3.00412 2.67082
H 1.09699 2.62203 0.38181
H -0.17543 1.66046 1.20937
H -1.06880 3.88858 1.29582
H -1.37260 4.79909 4.18620
H -2.38771 3.40187 3.92307
H 0.59209 2.57558 4.42357
C 1.28178 2.15307 -2.92592
C 0.81216 2.19312 -4.18325
C 1.63573 1.68681 -5.35069
O 1.09777 1.75762 -6.43567
C 2.96532 1.17061 -5.09965
C 3.42646 1.13867 -3.84040
C 2.59945 1.62196 -2.67411
O 3.09515 1.54021 -1.55941
O 4.62574 0.68916 -3.50995
O -0.37477 2.65705 -4.51172
H 0.71144 2.50844 -2.07973
H 3.54739 0.82584 -5.94238
H 4.70492 0.77982 -2.54145
H -0.46900 2.56628 -5.48609
C -4.01502 -0.90751 3.62530
C -3.04346 -0.06340 3.97802
C -2.86553 0.43836 5.39017
O -1.93829 1.22562 5.54920
C -3.77211 -0.00805 6.41202
C -4.75615 -0.86243 6.07359
C -4.93405 -1.37135 4.65450
O -5.84264 -2.14985 4.45953
O -5.64130 -1.32547 6.92843
O -2.12450 0.42725 3.13924
H -4.13858 -1.25788 2.61254
H -3.64172 0.36338 7.41852
H -6.23324 -1.92279 6.42823
H -1.52106 0.93564 3.72186
C -6.25205 0.35993 -0.72088
C -6.60781 0.45074 -2.01301
C -5.69942 -0.01026 -3.13298
O -6.12495 0.10668 -4.26515
C -4.39993 -0.55332 -2.79400
C -4.04568 -0.64701 -1.50427
C -4.96226 -0.19191 -0.38711
O -4.53594 -0.31400 0.75062
O -2.88387 -1.14411 -1.10627
O -7.75980 0.94259 -2.42177
H -6.89367 0.68875 0.08422
H -3.75645 -0.87419 -3.60095
H -2.86681 -1.15772 -0.12386
H -7.75639 0.88375 -3.39866
C -2.09293 -4.27739 0.03919
C -2.03809 -5.62049 0.05374
C -1.96787 -6.41107 1.34455
O -1.93710 -7.62027 1.24380
C -1.93943 -5.68782 2.60171
C -1.99307 -4.35051 2.58088
C -2.08219 -3.56924 1.29188
O -2.13899 -2.34979 1.40070
O -1.97725 -3.59277 3.67019
O -2.04110 -6.36287 -1.03278
H -2.14524 -3.70337 -0.87562
H -1.87812 -6.25738 3.51803
H -2.04188 -2.66874 3.35718
H -1.99956 -7.29438 -0.73459
C -2.23558 2.07614 -11.19210
C -2.52848 2.17443 -9.88785
C -1.51963 2.65911 -8.87326
O -1.89124 2.72774 -7.71062
C -0.19413 3.00370 -9.32449
C 0.10839 2.90133 -10.62675
C -0.90819 2.43996 -11.64834
O -0.54049 2.39797 -12.80623
O 1.29386 3.18562 -11.13310
O -3.70905 1.86476 -9.37381
H -2.95086 1.73344 -11.92599
H 0.51812 3.33167 -8.58119
H 1.22512 3.02564 -12.09596
H -3.64287 2.03548 -8.41443
C 5.24830 -3.95509 2.61732
C 5.17239 -5.27913 2.82828
C 5.13589 -5.87264 4.22104
O 5.04657 -7.08196 4.29604
C 5.20915 -4.97841 5.35862
C 5.28928 -3.65840 5.14396
C 5.30069 -3.06700 3.75345
O 5.35330 -1.84905 3.67424
O 5.36167 -2.75902 6.11354
O 5.11988 -6.17337 1.86100
H 5.27385 -3.52358 1.62676
H 5.19791 -5.40974 6.34938
H 5.41450 -1.88862 5.67374
H 5.06924 -7.04841 2.29689
*
```

=====

An isolated molecule of C6H13N, computed with wB97M-V/def2-TZVPD.

Its lowest unoccupied orbital energy is 1.03 eV. The value obtained for the energy relative to the best compared isomer or geometry (same formula, charge and spin) is 254.2 kJ/mol. The calculation puts the HOMO-LUMO gap at 9.721 eV. As for the SMILES: CN1CCC1(C)C.

Structure (ORCA input):
```
! wB97M-V def2-TZVPD RIJCOSX def2/J DEFGRID3
* xyz 0 1
C 1.85881 0.79266 0.02420
C 0.76879 -1.16399 -0.72219
C -0.74793 -1.20497 -0.65496
C -0.63547 0.09781 0.14060
C -0.51733 -0.22954 1.62891
C -1.53018 1.31342 -0.15458
H 2.58146 0.81185 -0.72100
H 2.26436 -0.08224 0.75839
H 1.65064 1.81821 0.39372
H 1.25259 -1.67101 0.05340
H 1.17119 -1.52384 -1.73788
H -1.16910 -0.95120 -1.60728
H -1.19950 -2.20666 -0.23305
H -0.13087 -1.34439 1.66778
H -1.49075 -0.06288 2.28063
H 0.27593 0.48680 2.30989
H -1.16751 2.20791 0.40475
H -2.57232 0.97088 0.13265
H -1.47941 1.56577 -1.26737
N 0.69046 0.33550 -0.57236
*
```

=====

Computed E, in the same sequence as the records: -12933.5385 -32372.5078 -26641.1685 -59469.5700 -87820.3731 -112507.9008 -101417.1732 -7920.1988 eV.
Computed max |F|, in the same sequence as the records: 6.90 5.27 2.94 0.18 0.18 3.99 2.35 4.77 eV/A.